1.
Here is an isolated molecule of C3H8N4O at a distorted geometry from the Open Molecules 2025 dataset. Energies are from ωB97M-V/def2-TZVPD.

XYZ file:
```
16
C3H8N4O, DFT ωB97M-V/def2-TZVPD
C 1.35 -0.25 0.09
H 0.07 0.56 -3.55
N -1.57 0.02 2.40
C -0.67 0.30 -2.75
H -1.72 0.08 -3.04
N -0.73 0.10 1.26
H 1.51 0.86 -1.63
H -0.99 0.36 3.15
C 0.39 -0.59 1.22
H -1.74 -0.97 2.49
O 0.81 -1.26 2.13
N -0.42 0.29 -1.51
N 0.77 0.53 -0.99
H 1.81 -1.19 -0.27
H -1.01 0.73 0.48
H 2.15 0.44 0.51
```

Energy above the lowest of the compared OMol25 structures with the same formula, charge and spin, kcal/mol: 75.8
HOMO energy, eV: -9.0
E_LUMO, eV: 0.86
E_tot, a.u.: -413.29527

---

2.
Here is a cluster of 2 separate species, C3H8N6O2 in total at a distorted geometry from the Open Molecules 2025 dataset. Energies are from ωB97M-V/def2-TZVPD.

XYZ file:
```
19
C3H8N6O2, DFT ωB97M-V/def2-TZVPD
H -3.02 -2.30 -1.48
H -2.09 -0.85 -1.49
C -0.10 -0.48 1.25
N 2.21 -0.66 -1.11
H -2.39 -2.37 0.76
H 3.43 3.30 -1.01
O 3.26 -1.04 -1.53
N 2.52 1.67 -0.41
N -1.85 -1.72 0.26
C 2.38 0.51 -0.27
H 1.68 -0.94 2.03
H 1.08 0.84 2.16
H -3.57 -0.84 -0.63
O 1.09 -1.04 -1.30
N -0.80 -1.14 0.59
C -2.75 -1.41 -0.92
N 1.06 -0.16 1.76
N 2.73 2.93 -0.39
H 1.92 3.42 -0.12
```

Energy above the lowest of the compared OMol25 structures with the same formula, charge and spin, kcal/mol: 4.1
HOMO energy, eV: -17.4
Total charge: +2
E_LUMO, eV: -9.76
E_tot, a.u.: -597.13140

---

3.
Here is a cluster of 2 separate species, C3H8NO in total at a distorted geometry from the Open Molecules 2025 dataset. Energies are from ωB97M-V/def2-TZVPD.

XYZ file:
```
13
C3H8NO, DFT ωB97M-V/def2-TZVPD
H 0.26 -3.12 1.14
H 0.52 1.90 -1.92
C 0.94 -2.48 0.51
H -2.22 1.10 0.66
H 1.35 -3.01 -0.37
C 0.04 1.35 -1.10
O 0.42 -1.25 0.27
H 1.79 -2.38 1.25
C -1.51 1.95 0.54
H -1.10 2.36 1.48
H -0.25 0.36 -1.48
N -1.03 2.23 -0.58
H 0.79 0.99 -0.40
```

Energy above the lowest of the compared OMol25 structures with the same formula, charge and spin, kcal/mol: 91.2
HOMO energy, eV: -2.0
Total charge: -1
E_LUMO, eV: 3.74
E_tot, a.u.: -248.94128

---

4.
Here is a cluster of 2 separate species, C3H8NO in total from the Open Molecules 2025 dataset. Energies are from ωB97M-V/def2-TZVPD.

XYZ file:
```
13
C3H8NO, DFT ωB97M-V/def2-TZVPD
C -0.56 -0.79 -1.45
H -2.31 -0.01 -0.88
C 0.73 -1.21 -1.30
H 1.34 -1.22 -0.41
H 1.22 1.22 2.55
H 1.23 -1.70 -2.13
H 1.15 1.31 0.74
H 0.02 2.24 1.71
H -0.98 -1.01 -2.45
H -0.70 -0.02 0.79
C 0.55 1.27 1.67
N -1.39 -0.25 -0.56
O -0.29 0.17 1.72
```

Energy above the lowest of the compared OMol25 structures with the same formula, charge and spin, kcal/mol: 10.7
HOMO energy, eV: -2.1
Total charge: -1
E_LUMO, eV: 4.51
E_tot, a.u.: -249.06958

---

5.
Here is a cluster of 2 separate species, C3H8NO in total at a distorted geometry from the Open Molecules 2025 dataset. Energies are from ωB97M-V/def2-TZVPD.

XYZ file:
```
13
C3H8NO, DFT ωB97M-V/def2-TZVPD
H 2.85 1.19 0.18
H -0.81 -1.82 1.46
H 2.87 -0.58 0.16
H 1.64 0.15 1.13
C -1.84 0.52 -0.64
H -2.68 0.36 -1.32
C -0.81 -1.04 0.71
H -0.88 0.50 -1.15
N -1.92 -0.49 0.41
O 1.39 0.31 -0.96
H -2.03 1.48 -0.16
C 2.16 0.30 0.14
H 0.06 -0.86 0.05
```

Energy above the lowest of the compared OMol25 structures with the same formula, charge and spin, kcal/mol: 29.0
HOMO energy, eV: -2.4
Total charge: -1
E_LUMO, eV: 4.56
E_tot, a.u.: -249.04045

---

6.
Here is a cluster of 2 separate species, C3H8NO in total at a distorted geometry from the Open Molecules 2025 dataset. Energies are from ωB97M-V/def2-TZVPD.

XYZ file:
```
13
C3H8NO, DFT ωB97M-V/def2-TZVPD
H 2.51 -0.20 2.25
H -1.22 -1.63 0.26
H 1.90 -1.34 0.88
H 1.34 1.62 1.45
H -1.21 1.12 -2.72
C -1.55 0.62 -1.77
H -0.15 0.58 1.25
C -0.85 -0.41 -1.20
H -2.65 0.84 -1.62
C 1.83 -0.30 1.40
N 0.96 0.61 1.38
O -1.04 -0.70 0.12
H 0.15 -0.81 -1.68
```

Energy above the lowest of the compared OMol25 structures with the same formula, charge and spin, kcal/mol: 54.8
HOMO energy (spin up / spin down), eV: -5.8 / -9.4
E_LUMO (spin up / spin down), eV: 0.78 / 0.77
E_tot, a.u.: -248.92852
Spin multiplicity: 2

---

7.
Here is a cluster of 2 separate species, C3H8NO in total at a distorted geometry from the Open Molecules 2025 dataset. Energies are from ωB97M-V/def2-TZVPD.

XYZ file:
```
13
C3H8NO, DFT ωB97M-V/def2-TZVPD
N -1.25 -0.74 0.34
C 1.59 0.49 -0.02
C 1.42 -0.46 -0.97
H -2.13 0.91 0.69
H 2.31 -0.74 -1.39
H -0.38 -0.58 0.80
H -2.99 -0.15 -0.67
H 1.15 2.15 0.92
C -2.12 0.07 -0.04
O 0.73 1.35 0.72
H 0.50 -1.14 -0.86
H 2.61 0.58 0.41
H -1.46 -1.74 0.06
```

Energy above the lowest of the compared OMol25 structures with the same formula, charge and spin, kcal/mol: 74.7
HOMO energy, eV: -13.4
Total charge: +1
E_LUMO, eV: -5.67
E_tot, a.u.: -248.71681

---

8.
Here is a cluster of 2 separate species, C3H8NO in total at a distorted geometry from the Open Molecules 2025 dataset. Energies are from ωB97M-V/def2-TZVPD.

XYZ file:
```
13
C3H8NO, DFT ωB97M-V/def2-TZVPD
O -0.05 0.47 0.21
H 0.56 2.76 -0.81
H -1.17 -3.32 0.46
H -0.50 -1.10 -0.25
N -0.29 -1.97 -0.78
C -0.53 -3.15 -0.39
C 0.39 1.43 0.80
C 0.32 2.81 0.26
H -0.71 3.15 0.31
H 0.94 3.53 0.77
H 0.85 1.29 1.79
H 0.36 -1.85 -1.55
H -0.16 -4.06 -0.83
```

Energy above the lowest of the compared OMol25 structures with the same formula, charge and spin, kcal/mol: 11.2
HOMO energy, eV: -14.3
Total charge: +1
E_LUMO, eV: -5.05
E_tot, a.u.: -248.81800

---

9.
Here is a cluster of 2 separate species, C3H8NO in total at a distorted geometry from the Open Molecules 2025 dataset. Energies are from ωB97M-V/def2-TZVPD.

XYZ file:
```
13
C3H8NO, DFT ωB97M-V/def2-TZVPD
H 0.12 1.93 -0.46
C -0.77 -0.04 -0.67
H -2.74 -1.21 0.17
O -2.54 -0.35 0.27
H 2.09 0.04 -0.88
C 1.78 -0.45 0.14
N -0.38 1.16 0.08
H 2.40 0.10 0.84
H 1.89 -1.45 0.06
H -0.95 -0.19 -1.80
H -1.06 1.39 0.72
H -0.15 -0.74 1.26
C 0.31 -0.19 0.27
```

Energy above the lowest of the compared OMol25 structures with the same formula, charge and spin, kcal/mol: 108.5
HOMO energy, eV: -15.7
Total charge: +1
E_LUMO, eV: -5.45
E_tot, a.u.: -248.66303